A 11-piece molecular cluster, C5H32NO10S overall in a non-equilibrium geometry. Source: OMol25; level of theory: the ωB97M-V functional and the def2-TZVPD basis.

The geometry in XYZ format:
```
49
Properties=species:S:1:pos:R:3:mulliken_charge:R:1
C -1.14 0.74 1.17 -0.47
N 0.00 1.20 0.25 0.06
C 0.50 0.04 -0.57 -0.03
C -0.48 -0.47 -1.62 0.24
S -0.25 -2.32 -1.88 -0.54
C -2.49 1.46 0.93 -0.63
C -2.99 1.79 -0.47 -0.84
H -0.63 1.02 2.09 0.52
H -1.15 -0.35 1.10 0.14
H -0.36 1.88 -0.41 -0.34
H 0.60 -0.69 0.23 -0.17
H 1.48 0.17 -1.02 0.17
H -1.46 -0.39 -1.18 -0.62
H -0.24 -0.12 -2.62 0.30
H -2.41 2.32 1.61 0.34
H -3.15 0.81 1.51 0.45
H -3.28 0.84 -0.91 0.13
H -3.71 2.59 -0.35 0.40
H -2.23 2.20 -1.13 0.13
H 3.52 2.37 -0.29 0.29
H 3.82 1.25 -1.15 0.34
O 3.45 2.15 -1.22 -0.67
H 2.33 0.78 1.94 0.29
H 1.69 1.74 0.87 0.50
O 2.28 1.67 1.59 -0.74
H 0.20 -4.10 1.33 0.25
H -0.48 -3.06 0.43 0.18
O -0.61 -3.60 1.24 -0.64
H -2.35 -2.24 3.00 0.30
H -3.39 -1.78 1.93 0.33
O -3.05 -1.61 2.81 -0.64
H -0.51 3.36 -1.80 0.35
H -1.35 4.19 -2.74 0.32
O -0.79 4.27 -1.96 -0.64
H 0.54 2.60 1.76 0.41
H 1.75 2.85 2.70 0.40
O 0.83 3.07 2.56 -0.71
H -3.82 -1.77 -1.51 0.31
H -2.76 -2.55 -0.77 0.31
O -3.70 -2.52 -0.94 -0.67
H 1.75 -2.17 0.65 0.37
H 2.80 -3.34 0.75 0.27
O 2.59 -2.45 1.03 -0.64
H 3.78 -1.26 -0.32 0.37
H 3.06 -0.84 -1.52 0.25
O 3.82 -0.58 -1.00 -0.69
H 2.02 -3.36 -2.30 0.28
H 3.10 -2.44 -2.00 0.27
O 2.88 -3.36 -1.82 -0.60
```

- total charge = -1
- energy relative to the best compared isomer or geometry (same formula, charge and spin) (kcal per mole) = 38.0
- LUMO energy (eV) = 2.7
- molecular weight (g mol⁻¹) = 298.375
- multiplicity = 1
- energy (a.u.) = -1415.0469

---

A 12-piece molecular cluster, C5H32NO13 overall in a non-equilibrium geometry. Source: OMol25; level of theory: the ωB97M-V functional and the def2-TZVPD basis.

The geometry in XYZ format:
```
51
Properties=species:S:1:pos:R:3:mulliken_charge:R:1
O -1.38 -2.91 -2.12 -0.54
C -0.57 -2.28 -1.48 0.02
C -0.99 -0.90 -0.92 -0.15
C -0.57 -0.74 0.53 0.06
C -0.66 0.68 1.06 0.59
C -1.39 0.89 2.35 -0.26
O -1.85 -0.02 3.02 -0.68
N -2.46 -0.78 -1.09 0.06
H 0.44 -2.62 -1.27 0.39
H -0.53 -0.14 -1.56 0.04
H -1.14 -1.49 1.12 0.67
H 0.46 -1.13 0.64 -0.55
H 0.35 1.06 1.22 -0.15
H -1.09 1.39 0.36 0.17
H -1.48 1.94 2.69 0.42
H -2.75 0.21 -1.20 0.34
H -2.97 -1.12 -0.26 0.26
H -2.77 -1.38 -1.86 0.46
H 3.20 -2.97 0.03 0.29
H 2.54 -1.96 1.00 0.35
O 2.48 -2.33 0.08 -0.61
H -3.23 2.95 -1.45 0.30
H -1.66 2.77 -1.55 0.39
O -2.53 2.29 -1.55 -0.66
H 1.17 -1.48 -4.01 0.27
H 1.70 -0.82 -2.72 0.42
O 0.87 -1.02 -3.22 -0.62
H 3.01 -1.23 3.16 0.25
H 1.45 -1.44 2.84 0.38
O 2.33 -1.11 2.50 -0.64
H 0.76 1.07 -3.29 0.34
H 1.84 1.16 -2.26 0.32
O 1.17 1.73 -2.71 -0.73
H -0.14 -2.38 4.36 0.26
H -0.79 -1.39 3.34 0.41
O -0.06 -2.03 3.47 -0.68
H -4.37 -1.93 2.00 0.29
H -3.06 -1.11 2.24 0.37
O -3.55 -1.63 1.57 -0.67
H 1.66 4.45 1.07 0.29
H 0.76 3.65 0.10 0.45
O 1.28 3.57 0.94 -0.71
H 3.04 0.55 -0.80 0.54
H 2.72 -0.97 -0.93 0.30
O 2.82 -0.14 -1.47 -0.89
H 2.55 2.32 0.79 0.38
H 2.88 0.91 1.44 0.29
O 3.09 1.50 0.70 -0.76
H 0.38 2.83 -1.92 0.44
H -0.10 4.30 -2.00 0.32
O -0.18 3.52 -1.43 -0.84
```

- total charge = +1
- energy relative to the best compared isomer or geometry (same formula, charge and spin) (kcal per mole) = 7.7
- LUMO energy (eV) = -2.5
- molecular weight (g mol⁻¹) = 314.305
- multiplicity = 1
- energy (a.u.) = -1242.4444